Entry 1:
Formula: C4H4OTl
Source: OMol25
Level of theory: ωB97M-V/def2-TZVPD

E_tot ... -10945.299 eV
HOMO-LUMO gap (alpha / beta) ... 6.845 / 7.275 eV
ΔE to the lowest compared entry with this formula, charge and spin ... 101.5 kcal/mol
Expectation value of S² ... 0.7761

```
! RIJCOSX wB97M-V def2-TZVPD def2/J DEFGRID3
* xyz 0 2
H -0.3431 0.3051 2.7556
O 1.6970 -0.0524 0.2754
C -0.4054 -0.9258 0.8238
Tl 0.7810 1.8384 -0.2180
H 0.9890 -1.7917 -0.5855
H 0.3296 -2.1155 1.1149
H -1.6531 -0.9722 2.7100
C -1.0094 -0.3001 2.1267
C -1.3703 0.0974 0.7541
C 0.9461 -1.1182 0.2958
*
```

=====

Entry 2:
Formula: C11H16N4O2
Source: OMol25
Level of theory: ωB97M-V/def2-TZVPD

E_tot ... -21711.691 eV
HOMO-LUMO gap ... 8.758 eV
ΔE to the lowest compared entry with this formula, charge and spin ... 280.9 kcal/mol

```
! RIJCOSX wB97M-V def2-TZVPD def2/J DEFGRID3
* xyz 0 1
C 0.8770 -3.0974 -0.1610
H 0.2152 -3.9294 2.4176
H -2.4510 5.3916 -1.0661
H -2.5725 1.3571 -2.7155
C -0.2206 1.5991 -0.0957
N -1.0435 5.7901 0.4047
H 0.2409 0.8977 0.6861
H -0.3404 -2.6973 -2.1361
O -1.4215 6.9840 0.6617
O -1.8239 -1.1087 -1.9397
C -0.5860 2.9172 0.1555
H 1.7103 -1.7145 1.0263
H 1.7219 -4.1005 3.6152
C -1.6423 5.0371 -0.3033
C 1.1322 -3.5002 2.8500
N -1.9889 3.0020 -1.7253
H -0.2982 -3.0558 0.1979
H -0.6934 7.3380 1.3493
H 1.5685 -2.4826 -2.4001
N 0.2247 -1.0898 -1.0894
N 2.1613 -3.4362 1.7396
C -0.8538 -0.4497 -1.5320
C -1.2055 3.7434 -0.5019
H 0.8547 -4.2010 -0.3281
C -1.9898 1.7143 -1.9888
H 2.7329 -2.8697 0.0446
C 0.5519 -2.4413 -1.4258
H 2.2691 -4.4110 1.3505
C 1.9199 -2.6969 0.6027
C -1.0188 1.0464 -1.0692
H 1.0547 -2.4762 3.0954
H 0.0282 3.4781 1.1836
H 0.8870 -0.5377 -0.9029
*
```

=====

Entry 3:
Formula: C42H42
Source: OMol25
Level of theory: ωB97M-V/def2-TZVPD

E_tot ... -44233.604 eV
HOMO-LUMO gap ... 9.803 eV
ΔE to the lowest compared entry with this formula, charge and spin ... 1.6 kcal/mol

```
! RIJCOSX wB97M-V def2-TZVPD def2/J DEFGRID3
* xyz 0 1
C 16.0344 11.0598 14.3232
H 11.3367 8.0373 12.4390
H 16.3626 10.0248 17.3576
H 12.3569 5.8743 12.7527
H 13.8741 13.0984 12.7430
H 11.8502 9.8962 13.8954
H 7.4920 12.6329 12.7518
C 19.2150 8.1860 17.6058
H 16.0421 10.0211 14.6189
H 17.8034 11.7193 18.3857
H 10.5760 11.6277 6.8578
H 9.4417 16.4663 12.9088
H 13.7000 12.3663 9.6267
H 17.8813 12.5568 11.6272
H 13.3560 9.6548 15.7285
H 21.9331 12.6511 8.8831
C 10.6240 10.2526 8.4859
H 19.6383 7.1938 17.5521
C 14.6549 13.8632 16.8177
C 13.5606 14.3708 17.5528
C 17.1359 11.9636 14.5110
C 13.7866 7.5327 15.3828
H 21.0028 8.8600 18.5168
C 14.9860 14.4852 19.5187
H 13.0211 15.1402 19.5382
C 18.6912 12.5154 9.7068
C 16.0302 13.9353 18.8031
H 9.7967 9.6214 8.1968
C 9.4554 12.7139 12.0177
C 15.8095 13.7127 13.5427
C 12.8366 11.7866 9.3354
H 16.9764 13.8671 19.3192
C 10.5761 14.8559 12.0680
H 17.9842 11.5186 15.0098
H 11.0052 9.0262 10.1260
C 15.8574 13.6238 17.4289
C 8.3382 13.2805 12.5757
C 16.9932 13.2854 14.0808
H 12.4097 12.9399 7.5330
H 14.0299 10.8989 13.4990
C 11.0505 11.3754 7.7946
H 7.3995 15.0721 13.1764
H 11.4470 12.9513 11.3271
C 9.4021 15.4442 12.5622
H 19.7503 12.6003 7.8127
C 14.7935 12.8251 13.2394
H 15.7158 14.7447 13.2384
C 10.5882 13.4416 11.7612
C 11.9922 7.8713 13.2812
C 19.8381 12.6073 8.8891
C 11.3057 9.9170 9.5944
H 12.6381 14.7019 17.0990
C 18.1649 10.7291 18.1507
C 12.5339 6.6306 13.5031
C 17.3860 9.7398 17.5525
C 13.2014 8.7701 15.1288
H 14.5261 7.3966 16.1580
H 15.2049 14.5609 20.5735
C 14.9046 11.5162 13.6414
H 11.4716 15.4358 11.9002
C 13.7887 14.7168 18.9074
C 12.3240 10.7309 10.0701
H 20.2322 12.4256 12.7553
C 12.2804 8.9305 14.1163
C 8.2968 14.6763 12.7240
H 13.8051 5.4888 14.8328
H 16.7340 13.2297 16.9363
H 12.8571 10.5504 10.9918
C 21.0512 12.6998 9.5046
C 21.1649 12.5959 10.8819
H 17.7720 14.0235 14.2043
C 19.4708 10.4599 18.4545
H 17.3092 7.6876 16.8171
C 12.1567 12.1151 8.1827
C 13.4348 6.4665 14.5620
H 14.4972 13.6083 15.7802
C 20.0764 12.5262 11.6913
H 17.6999 12.5933 9.2852
H 22.1985 12.5540 11.1921
H 9.4228 11.6626 11.7727
C 17.8785 8.4739 17.2904
H 20.1584 11.1805 18.8721
C 18.8107 12.4971 11.0804
C 20.0087 9.1737 18.2346
*
```

=====

Entry 4:
Formula: C10H14N2Si
Source: OMol25
Level of theory: ωB97M-V/def2-TZVPD

E_tot ... -21452.403 eV
HOMO-LUMO gap (alpha / beta) ... 8.229 / 6.630 eV
ΔE to the lowest compared entry with this formula, charge and spin ... 52.4 kcal/mol

```
! RIJCOSX wB97M-V def2-TZVPD def2/J DEFGRID3
* xyz 0 1
C 3.4323 1.4845 -0.1215
H 2.3160 2.9267 -1.2424
C 0.9772 0.1581 0.2299
C 3.3732 0.3111 0.6223
C 2.2664 2.0093 -0.6728
C -2.4767 0.9424 1.3937
N -0.1322 -0.5467 0.3899
C 1.0634 1.3713 -0.5022
H 0.4310 -2.4063 -0.0880
H -2.1093 1.9408 1.1844
C -2.3875 0.3039 -1.6345
H -2.1546 0.6570 2.3866
C -2.5881 -1.9280 0.4653
Si -1.7836 -0.2955 0.0843
H 4.2739 -0.0937 1.0588
H -3.5600 0.9607 1.3700
H 0.1579 1.7750 -0.9292
C 1.2831 -2.9390 -0.4326
H -3.1774 1.0438 -1.5526
N 2.2034 -3.5019 -0.8011
H -2.7678 -0.5235 -2.2259
H 4.3754 1.9887 -0.2653
H -2.1463 -2.6723 1.1046
H -1.5734 0.7508 -2.1979
H 2.1319 -1.2453 1.3881
H -3.6068 -2.1317 0.1851
C 2.1785 -0.3404 0.8032
*
```

=====

Max |F| / eV/Å: 2.97; 12.91; 2.72; 2.31